No. 1
The following is a DFT calculation (wB97M-V/def2-TZVPD) of a structure of composition C16H38ISi.

Geometry as XYZ:
```
56
C16H38ISi wB97M-V/def2-TZVPD
C 3.36 -3.21 -1.03
Si 1.89 -2.58 -2.05
C 0.49 -2.33 -0.78
C 1.28 -4.01 -3.13
C 2.36 -1.23 -3.15
I 2.78 0.56 -1.99
H 3.45 -2.67 -0.09
H 4.27 -3.05 -1.60
H 3.28 -4.28 -0.79
H -0.46 -2.36 -1.31
H 0.47 -3.11 -0.01
H 0.58 -1.36 -0.28
H 0.52 -3.63 -3.82
H 2.09 -4.45 -3.72
H 0.83 -4.81 -2.53
H 1.52 -0.92 -3.78
C 3.33 2.05 1.77
C 2.20 2.99 2.16
C 1.61 3.75 0.97
C 2.62 4.61 0.21
C 3.36 5.64 1.07
C 2.43 6.64 1.75
H 4.19 2.60 1.37
H 3.68 1.45 2.61
H 2.99 1.37 0.98
H 2.54 3.69 2.93
H 1.39 2.40 2.62
H 0.77 4.36 1.31
H 1.20 3.02 0.27
H 2.09 5.14 -0.59
H 3.35 3.97 -0.28
H 4.07 6.18 0.44
H 3.95 5.13 1.83
H 1.83 7.18 1.01
H 3.00 7.38 2.32
H 1.75 6.15 2.44
C -5.80 -3.18 -1.09
C -4.27 -3.10 -1.04
C -3.70 -3.23 0.37
C -4.17 -2.16 1.35
C -3.91 -0.72 0.90
C -2.44 -0.45 0.61
H -6.26 -2.37 -0.53
H -6.16 -3.12 -2.12
H -6.15 -4.12 -0.66
H -3.94 -2.16 -1.49
H -3.85 -3.89 -1.66
H -2.61 -3.22 0.31
H -3.97 -4.22 0.77
H -3.65 -2.32 2.31
H -5.24 -2.28 1.56
H -4.27 -0.04 1.67
H -4.50 -0.51 0.00
H -1.82 -0.66 1.49
H -2.27 0.59 0.32
H -2.06 -1.08 -0.20
```

Total charge: -1
HOMO (eV): -2.62
Frontier orbital gap (eV): 5.4
F_max (eV Å⁻¹): 0.21
Energy (eV): -33188.107

---

No. 2
The following is a DFT calculation (wB97M-V/def2-TZVPD) of a cluster of 7 separate species, C16H38N6O7 in total in a non-equilibrium geometry.

Geometry as XYZ:
```
67
C16H38N6O7 wB97M-V/def2-TZVPD
C -2.67 -3.18 -0.02
C -2.92 -1.85 0.74
C -3.82 -2.24 1.90
O -3.52 -3.60 2.25
C -3.22 -4.26 1.01
H -1.59 -3.30 -0.21
H -3.26 -3.16 -0.97
H -3.40 -1.19 0.04
H -1.99 -1.46 1.13
H -4.86 -2.29 1.56
H -3.71 -1.69 2.82
H -4.25 -4.68 0.72
H -2.59 -5.18 1.24
C 1.95 2.95 3.26
C 2.50 1.69 2.75
N 2.09 0.55 3.38
O 3.19 1.67 1.76
H 1.70 2.89 4.31
H 1.08 3.25 2.66
H 2.68 3.79 3.12
H 1.33 0.55 3.99
H 2.47 -0.31 3.02
C 0.78 -1.82 -1.28
C 0.03 -0.72 -0.54
N 0.23 -0.62 0.78
O -0.77 0.03 -1.08
H 1.12 -2.64 -0.62
H 1.72 -1.56 -1.86
H -0.04 -2.32 -1.88
H -0.06 0.27 1.22
H 1.10 -1.05 1.05
C 2.26 2.54 -1.95
C 2.68 3.45 -0.85
N 4.01 3.68 -0.60
O 1.89 4.21 -0.26
H 2.99 1.70 -2.12
H 2.13 3.23 -2.80
H 1.22 2.20 -1.69
H 4.65 3.06 -0.97
H 4.30 4.14 0.23
C 2.62 -6.51 1.03
C 2.10 -5.13 0.77
N 1.47 -4.49 1.76
O 2.28 -4.52 -0.29
H 1.97 -7.09 0.37
H 2.71 -6.89 2.06
H 3.59 -6.52 0.50
H 1.26 -3.52 1.65
H 1.62 -4.71 2.72
C -2.82 2.34 0.46
C -1.37 2.56 0.69
N -0.73 3.60 0.03
O -0.75 1.84 1.46
H -2.87 1.19 0.25
H -3.15 2.87 -0.38
H -3.30 2.41 1.45
H 0.25 3.60 -0.04
H -1.26 4.19 -0.59
C -1.04 3.76 -5.25
C -1.37 3.38 -3.81
N -1.37 2.08 -3.58
O -1.62 4.15 -2.90
H -0.28 3.10 -5.65
H -0.69 4.79 -5.26
H -2.02 3.69 -5.71
H -1.69 1.74 -2.72
H -0.99 1.37 -4.23
```

SMILES: C1CCOC1.CC(N)=O.CC(N)=O.CC(N)=O.CC(N)=O.CC(N)=O.CC(N)=O
HOMO (eV): -9.27
Frontier orbital gap (eV): 9.6
F_max (eV Å⁻¹): 3.72
Energy (eV): -40483.761

---

No. 3
The following is a DFT calculation (wB97M-V/def2-TZVPD) of a structure of composition C16H39AlClNNbO9S2 in a non-equilibrium geometry.

Geometry as XYZ:
```
70
C16H39AlClNNbO9S2 wB97M-V/def2-TZVPD
C 2.57 -3.96 -1.92
C 1.91 -4.66 -0.72
S 2.74 -4.32 0.88
C 2.14 -2.80 1.46
Nb 3.58 -1.40 0.46
C 2.56 0.43 1.35
C 3.19 1.58 0.52
C 2.95 2.93 1.20
O 3.45 4.09 0.45
C 4.18 3.75 -0.72
C 5.62 3.41 -0.59
O 3.63 3.82 -1.76
H 2.40 -2.88 -1.92
H 2.12 -4.34 -2.84
H 3.63 -4.21 -1.94
H 1.96 -5.74 -0.89
H 0.85 -4.39 -0.64
H 2.27 -2.75 2.54
H 1.08 -2.66 1.21
H 4.71 -1.41 1.89
H 4.43 -2.87 -0.30
H 2.43 -1.23 -0.98
H 4.78 -0.38 -0.49
H 2.73 0.52 2.43
H 1.48 0.44 1.14
H 4.27 1.40 0.53
H 2.76 1.50 -0.48
H 1.91 3.12 1.46
H 3.49 2.89 2.17
H 6.24 3.99 -1.24
H 5.75 2.35 -0.93
H 5.93 3.42 0.45
Al 4.55 4.97 2.07
O -1.10 -0.91 0.49
S -2.04 -1.50 -0.43
O -1.59 -2.11 -1.64
O -3.16 -0.44 -0.77
C -2.76 0.85 -1.30
C -2.33 0.77 -2.74
C -3.06 -2.64 0.43
H -1.98 1.28 -0.67
H -3.63 1.49 -1.22
H -1.41 0.18 -2.86
H -2.13 1.77 -3.14
H -3.09 0.29 -3.35
H -3.42 -2.17 1.34
H -2.45 -3.51 0.67
H -3.88 -2.94 -0.22
O -5.91 1.45 -3.74
C -6.65 2.01 -2.98
O -6.13 2.81 -2.03
C -6.92 3.67 -1.20
C -7.46 2.93 0.01
C -8.14 1.77 -3.02
H -7.71 4.15 -1.77
H -6.25 4.46 -0.87
H -8.12 2.11 -0.28
H -8.01 3.61 0.66
H -6.64 2.48 0.57
H -8.36 0.86 -2.46
H -8.44 1.64 -4.05
H -8.73 2.60 -2.63
C 3.35 -4.13 5.42
N 4.51 -3.65 4.60
O 4.89 -2.52 4.78
O 4.98 -4.45 3.82
H 3.04 -3.32 6.07
H 2.56 -4.41 4.74
H 3.69 -4.98 6.00
Cl 6.15 5.87 -0.11
```

Total charge: +1
HOMO (eV): -10.34
Frontier orbital gap (eV): 2.9
F_max (eV Å⁻¹): 3.36
Energy (eV): -79461.311